No. 1
DFT (the ωB97M-V functional and the def2-TZVPD basis) results for a cluster of 11 separate species, C52H54N11O2 in total at a distorted geometry.

```
119
Properties=species:S:1:pos:R:3:mulliken_charge:R:1
N 3.971 -2.211 2.863 -0.408
C 5.014 -2.040 3.898 -0.297
C 5.328 -0.515 4.113 0.421
O 6.490 -0.107 3.939 -0.763
O 4.371 0.265 4.500 -0.669
H 3.404 -1.369 2.739 0.219
H 4.339 -2.573 1.990 0.194
H 5.960 -2.586 3.680 0.311
H 4.601 -2.507 4.838 0.093
N 1.749 -0.003 1.528 0.020
C 1.657 1.320 1.374 -0.784
C 0.578 1.955 0.776 -0.441
C -0.464 1.174 0.309 -0.440
C -0.394 -0.201 0.454 -0.455
C 0.728 -0.737 1.070 -0.675
H 2.500 1.889 1.754 0.571
H 0.555 3.031 0.679 0.543
H -1.325 1.634 -0.166 0.548
H -1.191 -0.841 0.099 0.471
H 0.829 -1.809 1.210 0.674
N -2.769 -1.368 -1.340 -0.157
C -2.322 -2.443 -1.998 -0.315
C -3.135 -3.290 -2.735 -0.411
C -4.490 -3.012 -2.792 -0.116
C -4.978 -1.904 -2.117 -0.672
C -4.080 -1.119 -1.411 -0.529
H -1.254 -2.621 -1.921 0.431
H -2.719 -4.145 -3.250 0.371
H -5.158 -3.651 -3.357 0.373
H -6.031 -1.654 -2.138 0.428
H -4.413 -0.239 -0.869 0.542
N -1.261 4.885 0.815 -0.112
C -2.501 5.350 0.632 -0.222
C -2.865 6.673 0.825 -0.616
C -1.888 7.569 1.233 -0.200
C -0.596 7.109 1.430 -0.769
C -0.337 5.766 1.207 -0.112
H -3.230 4.611 0.316 0.399
H -3.885 6.994 0.659 0.385
H -2.132 8.612 1.395 0.414
H 0.192 7.778 1.749 0.388
H 0.661 5.361 1.346 0.476
N 3.262 2.761 -2.649 -0.367
C 3.365 1.972 -1.573 -0.230
C 4.441 1.131 -1.332 -0.301
C 5.469 1.102 -2.259 -0.492
C 5.385 1.909 -3.384 -0.313
C 4.268 2.716 -3.529 -0.329
H 2.536 2.027 -0.877 0.386
H 4.472 0.517 -0.441 0.539
H 6.327 0.458 -2.108 0.386
H 6.168 1.913 -4.131 0.359
H 4.159 3.368 -4.390 0.345
N -3.793 -6.177 -4.613 -0.301
C -4.923 -6.889 -4.666 -0.196
C -5.266 -7.714 -5.725 -0.523
C -4.391 -7.804 -6.796 -0.117
C -3.214 -7.073 -6.765 -0.639
C -2.964 -6.281 -5.656 0.027
H -5.577 -6.784 -3.807 0.354
H -6.194 -8.270 -5.713 0.345
H -4.623 -8.437 -7.644 0.361
H -2.506 -7.117 -7.582 0.349
H -2.055 -5.693 -5.585 0.337
N -1.293 -4.721 4.376 -0.615
C -0.433 -5.564 4.956 -0.457
C 0.936 -5.350 5.020 -0.408
C 1.445 -4.195 4.444 -0.061
C 0.575 -3.307 3.836 -0.314
C -0.777 -3.613 3.830 -0.401
H -0.879 -6.455 5.389 0.476
H 1.585 -6.067 5.505 0.391
H 2.508 -3.988 4.470 0.383
H 0.939 -2.397 3.379 0.534
H -1.497 -2.946 3.369 0.437
N 1.570 -8.311 2.788 -0.355
C 2.020 -9.387 2.136 -0.273
C 1.210 -10.239 1.402 -0.341
C -0.147 -9.963 1.342 -0.306
C -0.637 -8.854 2.011 -0.602
C 0.259 -8.063 2.714 0.168
H 3.088 -9.564 2.215 0.351
H 1.630 -11.096 0.892 0.351
H -0.815 -10.606 0.779 0.364
H -1.690 -8.605 1.987 0.371
H -0.077 -7.181 3.251 0.247
N -0.982 9.281 -3.263 -0.574
C -0.878 8.493 -2.188 -0.199
C 0.195 7.649 -1.950 0.179
C 1.220 7.615 -2.881 -0.622
C 1.135 8.421 -4.005 -0.285
C 0.019 9.232 -4.146 -0.334
H -1.706 8.551 -1.489 0.369
H 0.228 7.035 -1.061 0.269
H 2.077 6.967 -2.733 0.445
H 1.915 8.422 -4.755 0.377
H -0.091 9.883 -5.008 0.363
N -5.242 2.567 -4.110 -0.573
C -4.393 1.709 -3.533 -0.186
C -3.023 1.909 -3.460 -0.142
C -2.498 3.063 -4.019 -0.580
C -3.357 3.967 -4.624 -0.364
C -4.712 3.673 -4.641 -0.284
H -4.849 0.820 -3.113 0.413
H -2.385 1.179 -2.977 0.423
H -1.433 3.255 -3.983 0.499
H -2.985 4.879 -5.072 0.402
H -5.424 4.352 -5.100 0.367
N 1.767 3.694 5.616 -0.488
C 1.730 4.826 6.328 -0.285
C 2.827 5.361 6.984 -0.280
C 4.035 4.682 6.903 -0.349
C 4.099 3.507 6.174 -0.474
C 2.945 3.057 5.550 -0.441
H 0.763 5.319 6.365 0.362
H 2.738 6.284 7.544 0.349
H 4.916 5.067 7.403 0.364
H 5.022 2.948 6.086 0.460
H 2.951 2.142 4.966 0.788
```

Properties
Gap between HOMO and LUMO = 5.85 eV
Highest occupied orbital energy = -4.129 eV
Multiplicity = 1
Net charge = -1
E_tot = -75285.707 eV

No. 2
DFT (the ωB97M-V functional and the def2-TZVPD basis) results for a structure of composition C52H55F5N8O2S2Tl at a distorted geometry.

```
125
Properties=species:S:1:pos:R:3:mulliken_charge:R:1
Tl -0.013 0.467 0.737 2.367
C 1.616 -1.556 2.155 -1.054
C 1.902 -2.706 1.498 0.758
C 2.593 -2.317 0.212 0.576
C 2.659 -0.967 0.180 -0.629
C 2.097 -0.386 1.400 -0.034
C 3.052 0.589 2.135 2.896
C 3.413 1.780 1.259 -1.314
C 4.334 -0.226 2.424 -1.917
C 2.541 1.107 3.467 -2.161
C 3.303 -3.173 -0.840 2.129
C 2.461 -4.344 -1.364 -1.509
C 3.652 -2.321 -2.064 -1.902
C 4.640 -3.679 -0.266 -1.718
C 1.460 -4.071 2.049 3.048
C 0.270 -4.640 1.225 -1.584
C 0.994 -3.905 3.506 -2.298
C 2.592 -5.105 2.120 -2.112
H 1.141 -1.466 3.121 0.049
H 3.141 -0.379 -0.582 -0.011
H 3.912 1.484 0.333 0.165
H 4.083 2.453 1.803 0.619
H 2.517 2.343 0.997 -0.308
H 4.788 -0.597 1.503 0.203
H 4.111 -1.081 3.065 0.260
H 5.064 0.406 2.940 0.547
H 1.694 1.763 3.324 0.379
H 3.331 1.682 3.959 0.644
H 2.238 0.302 4.139 0.293
H 1.514 -3.984 -1.769 0.020
H 2.241 -5.086 -0.607 0.146
H 3.003 -4.846 -2.172 0.563
H 2.757 -1.883 -2.507 0.291
H 4.128 -2.955 -2.818 0.572
H 4.350 -1.519 -1.815 0.289
H 4.525 -4.180 0.689 0.232
H 5.313 -2.832 -0.109 0.318
H 5.118 -4.373 -0.965 0.432
H -0.183 -3.870 0.599 -0.145
H -0.509 -5.020 1.892 0.468
H 0.569 -5.464 0.576 0.425
H 0.122 -3.266 3.597 0.409
H 1.790 -3.488 4.126 0.292
H 0.731 -4.889 3.904 0.499
H 2.965 -5.418 1.151 0.452
H 2.224 -6.000 2.632 0.480
H 3.433 -4.712 2.699 0.358
C 5.402 2.300 -3.147 -1.681
C 3.982 2.266 -2.644 0.554
C 3.444 3.301 -1.880 -1.104
C 2.156 3.236 -1.386 0.145
C 1.312 2.136 -1.610 -0.230
N 0.006 2.058 -1.114 0.627
C -0.778 3.143 -1.477 0.306
C -0.451 3.877 -2.648 -0.884
C -1.175 4.948 -3.128 -1.478
C -2.339 5.371 -2.498 0.414
C -3.170 6.516 -3.016 -1.573
C -2.714 4.651 -1.379 -0.387
C -1.970 3.597 -0.854 0.119
N -2.510 3.029 0.339 -0.158
C -3.226 3.667 1.293 -0.373
C -3.693 2.712 2.164 -1.459
C -3.184 1.508 1.651 -0.189
N -2.463 1.709 0.561 0.315
C 1.867 1.119 -2.392 -0.171
C 3.165 1.176 -2.889 0.080
N 1.080 -0.018 -2.743 0.226
C 0.901 -0.550 -3.974 -0.465
C 0.187 -1.710 -3.807 -1.798
C -0.024 -1.793 -2.416 -0.577
N 0.514 -0.764 -1.784 0.714
H 5.788 3.320 -3.159 0.401
H 5.478 1.896 -4.158 0.367
H 6.063 1.707 -2.509 0.271
H 4.054 4.170 -1.655 0.352
H 1.769 4.060 -0.799 0.283
H 0.419 3.565 -3.207 0.552
H -0.839 5.446 -4.033 0.336
H -2.621 7.081 -3.771 0.380
H -3.442 7.208 -2.217 0.342
H -4.099 6.170 -3.477 0.296
H -3.648 4.900 -0.888 0.571
H -3.318 4.739 1.304 0.519
H -4.268 2.862 3.063 0.457
H -3.279 0.510 2.042 0.434
H 3.529 0.344 -3.482 0.313
H 1.281 -0.054 -4.851 0.481
H -0.147 -2.390 -4.571 0.510
H -0.545 -2.551 -1.854 0.683
N -6.843 0.468 5.370 -0.630
C -5.449 0.522 5.274 1.220
C -4.740 1.570 5.856 -0.886
C -3.354 1.604 5.790 -0.341
C -2.667 0.592 5.138 -0.542
C -3.368 -0.473 4.577 -0.443
C -4.746 -0.507 4.642 -0.811
S -0.915 0.646 4.964 1.129
O -0.462 -0.716 5.078 -0.730
O -0.454 1.626 5.923 -0.792
N -0.667 1.112 3.471 0.205
C -0.507 2.420 3.179 -0.807
S -0.713 3.807 4.231 -0.306
C -0.271 4.851 2.936 -0.521
C 0.038 4.122 1.844 -1.167
N -0.093 2.763 1.971 1.316
H -7.300 1.355 5.501 0.206
H -7.297 -0.102 4.675 0.214
H -5.279 2.364 6.361 0.277
H -2.796 2.412 6.247 0.478
H -2.817 -1.275 4.100 0.554
H -5.291 -1.337 4.204 0.363
H -0.230 5.921 3.057 0.491
H 0.339 4.531 0.889 -0.018
F -2.282 -0.073 -1.619 -0.406
C -2.471 -0.973 -0.646 0.176
C -1.677 -0.988 0.484 -1.003
C -2.003 -1.925 1.432 0.954
F -1.354 -1.962 2.609 -0.309
C -3.026 -2.846 1.276 0.174
F -3.301 -3.755 2.225 -0.434
C -3.777 -2.819 0.120 0.722
F -4.778 -3.694 -0.057 -0.376
C -3.502 -1.871 -0.849 0.418
F -4.249 -1.838 -1.964 -0.376
```

Properties
Gap between HOMO and LUMO = 6.88 eV
Highest occupied orbital energy = -4.548 eV
Energy relative to the best compared isomer or geometry (same formula, charge and spin) = 9.2 kJ/mol
Multiplicity = 1
Net charge = -1
E_tot = -110784.132 eV

No. 3
DFT (the ωB97M-V functional and the def2-TZVPD basis) results for a structure of composition C52H58AsN6ORhS3SeSi2.

```
125
Properties=species:S:1:pos:R:3:mulliken_charge:R:1
Rh -0.187 0.479 -0.886 1.438
C -2.492 -0.588 0.927 0.755
Si -3.289 0.011 -0.678 0.396
C -3.931 1.766 -0.587 -0.969
C -4.848 -1.059 -0.701 -1.279
C -2.310 -0.289 -2.286 0.659
C -2.012 0.935 -3.028 -0.020
C -2.513 1.261 -4.294 -0.794
C -2.260 2.514 -4.819 -1.011
C -1.493 3.419 -4.098 -1.065
C -0.972 3.009 -2.886 -0.763
N -1.217 1.807 -2.380 1.662
Si -2.714 -1.830 -3.274 0.900
C -1.582 -1.958 -4.787 -1.076
C -4.465 -1.864 -3.979 -1.563
C -2.567 -3.363 -2.169 -1.067
H -3.290 -0.571 1.669 0.108
H -1.682 0.025 1.322 -0.998
H -2.151 -1.623 0.839 -0.079
H -4.107 2.041 0.455 0.215
H -4.874 1.830 -1.134 0.477
H -3.242 2.505 -0.989 0.207
H -5.422 -0.810 0.194 0.335
H -4.635 -2.128 -0.667 0.326
H -5.480 -0.860 -1.562 0.274
H -3.120 0.552 -4.837 0.302
H -2.669 2.789 -5.782 0.454
H -1.289 4.411 -4.472 0.467
H -0.331 3.654 -2.298 0.311
H -2.178 -2.008 -5.698 0.545
H -0.958 -2.852 -4.763 0.395
H -0.924 -1.093 -4.876 0.114
H -4.766 -0.905 -4.402 0.414
H -5.201 -2.138 -3.228 0.417
H -4.509 -2.608 -4.777 0.391
H -2.132 -3.134 -1.194 -0.048
H -1.972 -4.149 -2.637 0.443
H -3.554 -3.784 -1.980 0.486
C 7.423 2.432 1.739 -1.721
C 6.042 2.369 1.148 0.359
C 5.760 1.531 0.080 -0.771
C 4.501 1.484 -0.505 0.565
C 4.278 0.581 -1.683 -1.319
C 3.497 2.325 -0.008 0.949
Se 1.799 2.395 -0.868 0.085
C 3.760 3.199 1.059 0.784
C 2.710 4.132 1.590 -1.765
C 5.026 3.188 1.628 -1.023
H 7.978 1.514 1.549 0.368
H 7.387 2.597 2.816 0.404
H 7.988 3.257 1.300 0.324
H 6.538 0.882 -0.307 0.390
H 4.982 -0.251 -1.669 0.391
H 4.414 1.136 -2.616 0.517
H 3.262 0.179 -1.688 -0.535
H 1.866 3.588 2.020 0.204
H 2.291 4.741 0.786 0.326
H 3.127 4.789 2.351 0.482
H 5.227 3.850 2.462 0.399
C 3.108 0.788 -5.735 -1.038
N 2.434 -0.136 -4.834 0.455
C 2.535 -1.470 -4.994 -0.250
C 1.908 -2.325 -4.159 -1.335
C 1.145 -1.738 -3.108 -0.626
N 1.048 -0.437 -2.924 2.028
C 1.643 0.426 -3.807 -1.434
O 1.537 1.633 -3.756 -0.595
N 0.483 -2.535 -2.243 1.526
H 3.935 0.268 -6.214 0.400
H 3.477 1.633 -5.161 0.313
H 2.418 1.165 -6.489 0.297
H 3.131 -1.809 -5.831 0.463
H 1.967 -3.394 -4.292 0.530
H 0.312 -3.491 -2.505 0.463
H -0.226 -2.070 -1.684 -1.762
S -2.032 3.492 6.273 -0.354
C -2.043 3.140 4.652 0.185
S -0.713 3.521 3.611 -0.114
C -1.475 2.688 2.283 -0.267
N -2.641 2.224 2.584 -0.204
N -2.966 2.497 3.896 0.304
C -4.277 2.101 4.289 0.135
C -4.847 0.998 3.664 0.497
C -6.134 0.610 3.992 -0.627
C -6.859 1.316 4.943 -0.520
C -6.283 2.417 5.556 -0.688
C -4.996 2.819 5.233 -0.571
S -0.744 2.614 0.716 0.054
H -4.280 0.458 2.923 0.455
H -6.572 -0.246 3.498 0.393
H -7.864 1.012 5.200 0.381
H -6.840 2.981 6.292 0.361
H -4.558 3.681 5.711 0.352
C 5.303 -3.024 0.483 -0.829
C 5.089 -1.929 1.306 -0.561
C 3.833 -1.343 1.383 -0.145
C 2.777 -1.851 0.640 0.640
C 2.997 -2.948 -0.189 -0.020
C 4.252 -3.531 -0.269 -0.886
As 0.968 -1.098 0.781 1.209
C 1.079 -0.426 2.589 -0.530
C 1.686 0.742 3.009 0.887
C 1.733 1.035 4.364 -0.890
C 1.124 0.189 5.283 -1.107
C 0.499 -0.973 4.860 -0.443
C 0.494 -1.301 3.508 -0.014
C -0.059 -2.539 2.925 0.432
C -0.680 -3.563 3.632 -0.447
C -1.136 -4.689 2.965 -1.025
C -0.966 -4.812 1.592 -0.801
C -0.344 -3.795 0.879 -0.321
C 0.104 -2.665 1.543 -0.242
H 6.280 -3.485 0.433 0.383
H 5.900 -1.524 1.896 0.464
H 3.692 -0.486 2.030 0.130
H 2.184 -3.355 -0.778 0.262
H 4.405 -4.389 -0.911 0.457
H 2.129 1.414 2.288 -0.001
H 2.221 1.940 4.703 0.493
H 1.128 0.445 6.334 0.413
H 0.026 -1.622 5.585 0.413
H -0.809 -3.486 4.704 0.433
H -1.625 -5.478 3.520 0.403
H -1.322 -5.695 1.077 0.467
H -0.212 -3.899 -0.191 0.394
```

Properties
⟨S²⟩ = 6.029
Gap between HOMO and LUMO (alpha / beta) = 7.02 / 5.50 eV
Highest occupied orbital energy (alpha / beta) = -6.838 / -7.031 eV
Energy relative to the best compared isomer or geometry (same formula, charge and spin) = 9.9 kJ/mol
Multiplicity = 5
E_tot = -243309.573 eV